CH4P2 | ωB97M-V/def2-TZVPD

Results
ΔE to the lowest compared entry with this formula, charge and spin	45.7	kcal/mol
SMILES	[H]/P=C/P
frontier orbital gap (alpha / beta)	7.64 / 7.50	eV
HOMO energy (alpha / beta)	-8.30 / -8.26	eV
LUMO level (alpha / beta)	-0.66 / -0.76	eV
multiplicity	1

Geometry as XYZ:
```
7
Properties=species:S:1:pos:R:3:forces:R:3
H -2.806 0.726 0.385 1.4520 -0.3289 -0.0564
P -1.785 -0.308 0.029 3.5670 1.4864 0.9489
C 0.001 0.407 0.401 -5.5876 -3.2031 -2.1991
P 1.428 -0.679 0.109 -0.7505 -0.7914 1.5449
H -0.083 1.443 0.605 0.8435 0.8171 0.4919
H 1.105 -1.733 -0.852 -0.3966 1.1272 0.4547
H 2.139 0.144 -0.678 0.8721 0.8928 -1.1849
```
Forces are in eV/Å.